68
Properties=species:S:1:pos:R:3:forces:R:3 method="wB97M-V/def2-TZVPD" smiles="CN(c1ccccc1)c1ccc(C(c2ccc(N(C)c3ccccc3)cc2)S(=O)(=O)c2ccccc2)cc1" homo_ev=-7.67 e_lumo_ev=0.6373 e_above_lowest_kcal_mol=0.0 total_charge=0 orbital_gap_ev=8.30
C 3.78366 0.14505 -4.64153 0.21 -0.10 0.24
N 3.91954 -0.71120 -3.46487 0.05 -0.03 -0.71
C 5.21766 -0.78761 -2.89906 0.65 -0.01 0.03
C 5.98161 0.39418 -2.80112 -0.24 -0.40 0.21
C 7.25779 0.36651 -2.24475 -0.06 -0.32 -0.09
C 7.82323 -0.85041 -1.84435 -0.13 0.01 -0.06
C 7.09478 -2.03712 -1.98841 -0.13 0.40 0.01
C 5.79732 -2.00911 -2.50617 0.05 0.34 -0.06
C 2.76960 -1.01756 -2.74450 -0.37 0.16 0.62
C 2.76250 -2.05659 -1.78813 -0.23 0.15 -0.21
C 1.63190 -2.29196 -1.01951 -0.30 0.68 0.15
C 0.53487 -1.42235 -1.09055 0.06 0.07 -0.07
C -0.68871 -1.59938 -0.20473 0.18 -0.14 -0.21
C -1.26070 -0.34261 0.44477 0.24 0.29 0.36
C -2.52914 -0.34907 1.03570 -0.02 -0.10 -0.02
C -3.04145 0.78277 1.66104 0.31 0.40 0.18
C -2.28953 1.97209 1.71344 0.13 -0.43 -0.48
N -2.83978 3.16207 2.26312 -0.68 0.07 -0.05
C -3.63158 4.01673 1.37916 0.29 -0.17 0.16
C -2.31246 3.74212 3.43846 0.30 0.06 0.48
C -1.62890 4.97201 3.42075 -0.08 -0.51 0.11
C -1.11585 5.49936 4.60671 -0.16 -0.15 0.20
C -1.35121 4.85345 5.82756 -0.13 -0.04 -0.21
C -2.09210 3.66212 5.85506 0.34 0.07 -0.15
C -2.52277 3.08198 4.66571 0.04 0.41 -0.29
C -1.01397 1.97831 1.13360 -0.31 -0.13 0.33
C -0.49054 0.82417 0.55807 -0.08 -0.11 -0.19
C 0.50439 -0.44289 -2.09129 0.09 -0.14 0.30
C 1.59561 -0.24216 -2.91638 0.40 -0.18 0.05
H 2.87097 -0.12299 -5.18063 0.22 0.03 0.04
H 3.74726 1.21210 -4.38125 -0.11 -0.06 -0.15
H 4.65196 -0.02857 -5.28703 -0.22 0.09 0.09
H 5.54316 1.33556 -3.13892 0.20 -0.28 0.20
H 7.80003 1.30413 -2.12219 -0.03 -0.29 -0.07
H 8.83481 -0.87210 -1.43470 -0.33 -0.01 -0.09
H 7.53054 -2.99173 -1.69194 -0.08 0.27 -0.09
H 5.23770 -2.93649 -2.62910 0.29 0.29 -0.07
H 3.64525 -2.67174 -1.64740 -0.41 0.11 -0.03
H 1.58403 -3.14360 -0.34147 0.18 0.24 -0.04
H -0.51017 -2.37037 0.55287 0.14 0.10 -0.12
H -3.12062 -1.26623 1.02267 0.10 0.40 0.03
H -4.01736 0.75755 2.15001 0.23 0.02 -0.23
H -4.35569 4.58562 1.97826 0.16 -0.13 -0.19
H -3.00256 4.72559 0.81929 -0.19 -0.06 -0.09
H -4.16952 3.37375 0.67316 0.10 0.23 0.10
H -1.46970 5.47457 2.46524 -0.02 -0.08 0.30
H -0.52675 6.41857 4.57479 -0.23 -0.25 0.06
H -0.96030 5.27536 6.75575 -0.17 -0.10 -0.30
H -2.32585 3.17530 6.80436 0.18 0.15 -0.27
H -3.06238 2.13327 4.65091 0.12 0.30 0.07
H -0.44148 2.90609 1.14520 -0.02 -0.27 0.08
H 0.52800 0.84365 0.17581 -0.26 -0.02 -0.03
H -0.38559 0.17839 -2.21182 0.33 -0.17 0.07
H 1.55076 0.57200 -3.64068 0.09 -0.34 0.21
C -5.19938 -4.62326 0.63615 0.15 0.09 -0.07
C -3.91822 -4.68112 1.19740 0.18 0.05 -0.15
C -2.87130 -3.95650 0.61826 -0.50 0.11 -0.21
C -3.14995 -3.14675 -0.48731 -0.22 -0.27 -0.09
S -1.82502 -2.35891 -1.39011 -0.93 -0.30 0.23
O -1.13897 -3.45971 -2.02192 0.02 0.38 -0.06
O -2.41477 -1.27868 -2.14476 0.13 -0.34 -0.27
C -4.42960 -3.07105 -1.04958 0.16 -0.05 0.39
C -5.45848 -3.82014 -0.47788 0.26 -0.05 0.06
H -6.00200 -5.22412 1.05614 0.14 0.13 0.01
H -3.71765 -5.31175 2.06981 -0.14 0.24 -0.36
H -1.85449 -4.01187 1.00537 -0.29 -0.09 -0.01
H -4.60624 -2.43157 -1.91361 0.10 -0.16 0.23
H -6.45617 -3.78513 -0.91696 0.26 -0.03 0.17

=====

71
Properties=species:S:1:pos:R:3:forces:R:3 method="wB97M-V/def2-TZVPD" homo_ev=-9.97 e_lumo_ev=-4.5918 total_charge=+1 orbital_gap_ev=5.38
C -4.63138 -0.26517 2.30995 -0.63 -0.37 0.17
N -3.20905 -0.00436 2.09131 1.27 -1.25 0.33
C -2.86640 1.18583 1.30637 0.03 0.72 0.03
C -2.32829 -0.90270 2.46891 -0.94 0.67 -0.72
C -0.90145 -0.69984 2.42835 1.39 0.29 -0.08
C -0.29677 0.53435 2.76782 -0.49 -0.13 -0.22
C 1.06809 0.71871 2.63323 -0.06 -0.06 0.11
C 1.86258 -0.34060 2.20296 -0.15 -0.04 -0.10
C 3.33882 -0.12347 2.03511 1.86 0.26 -0.24
F 4.05564 -1.27919 2.18326 -0.82 1.06 -0.15
F 3.63688 0.37068 0.78668 -0.44 -0.50 1.25
F 3.83683 0.77331 2.94242 -0.62 -0.84 -0.86
C 1.30778 -1.57810 1.88917 0.09 0.15 0.07
C -0.05709 -1.75477 2.02047 -0.79 -0.09 0.07
H -5.18241 0.61673 1.98370 -0.06 -0.24 0.17
H -4.95401 -1.14339 1.73113 0.12 0.33 0.06
H -4.82771 -0.46227 3.37295 0.13 0.20 -0.32
H -3.76767 1.45951 0.74967 0.32 -0.03 0.05
H -2.58736 2.02995 1.95220 -0.21 -0.26 -0.21
H -2.04237 0.98916 0.60902 -0.23 -0.11 0.32
H -2.73049 -1.89186 2.71774 0.13 0.35 0.41
H -0.90777 1.35394 3.14208 0.17 -0.20 -0.07
H 1.51790 1.68269 2.85952 -0.08 -0.24 0.05
H 1.94405 -2.39243 1.55386 -0.14 0.14 0.09
H -0.50954 -2.71870 1.79144 0.18 0.16 0.03
C 0.91252 -1.87662 10.84917 -0.18 -0.06 -0.10
C -0.09432 -2.84866 10.88572 0.03 0.10 -0.08
C -1.13736 -2.81140 9.96025 0.14 0.25 -0.03
C -1.18657 -1.79784 9.00048 -0.25 0.12 -0.29
C -2.34240 -1.77302 7.99879 0.13 -0.17 0.19
C -1.99932 -2.52425 6.71554 0.02 0.11 0.03
C -3.01275 -3.19670 6.02777 0.08 -0.13 -0.08
C -2.72066 -3.94004 4.88534 0.05 0.11 -0.06
C -1.40935 -3.99002 4.39894 -0.05 0.12 -0.01
C -0.40395 -3.28080 5.05606 -0.05 0.13 0.03
C -0.69722 -2.54868 6.20923 -0.12 -0.14 -0.17
C -2.83958 -0.34248 7.69615 0.03 0.02 -0.47
C -3.18627 0.39953 8.97100 0.04 -0.34 0.65
C -3.86961 1.71780 8.71357 -0.11 0.16 -0.49
N -4.92902 1.52186 7.72059 0.02 0.71 0.21
C -6.03441 2.37086 7.58752 -0.05 -0.47 0.29
C -6.92157 1.91714 6.60573 -0.47 0.78 0.26
C -8.14473 2.56076 6.42228 0.39 -0.04 0.11
C -8.46051 3.66194 7.23217 0.24 -0.12 0.00
C -7.56207 4.11113 8.21176 0.09 -0.28 -0.32
C -6.33220 3.46459 8.39597 -0.18 0.03 -0.17
S -6.30207 0.49899 5.79046 0.05 -0.14 0.03
C -4.87930 0.47143 6.84313 0.87 -0.61 0.33
N -3.97296 -0.43520 6.76807 -0.50 0.54 -0.24
C -0.17723 -0.83288 8.95362 0.26 -0.26 0.32
C 0.87333 -0.87580 9.87652 -0.19 0.00 -0.14
H 1.72286 -1.89876 11.57815 -0.22 -0.01 -0.21
H -0.07486 -3.63790 11.63774 0.05 0.23 -0.18
H -1.93321 -3.56155 9.96829 0.30 0.20 0.10
H -3.18489 -2.30406 8.47397 0.17 0.17 -0.20
H -4.03470 -3.12640 6.40326 0.31 -0.12 -0.12
H -3.51845 -4.48432 4.37675 0.23 0.10 0.13
H -1.17171 -4.57732 3.50914 -0.08 0.08 0.28
H 0.62020 -3.29302 4.67907 -0.26 -0.07 0.10
H 0.09549 -2.00838 6.72791 -0.18 -0.24 -0.14
H -2.01780 0.19440 7.18387 -0.26 -0.11 0.03
H -3.84196 -0.23965 9.58295 0.13 0.12 -0.12
H -2.27713 0.58467 9.54956 -0.19 -0.06 0.02
H -4.31348 2.10316 9.63384 0.02 -0.02 -0.11
H -3.14567 2.45675 8.34025 -0.18 -0.04 0.07
H -8.81984 2.17784 5.65995 -0.05 0.25 0.21
H -9.41394 4.17053 7.09737 0.24 -0.14 0.04
H -7.82298 4.96645 8.83560 0.09 -0.26 -0.19
H -5.61563 3.78560 9.15260 -0.32 0.01 -0.19
H -0.20135 -0.05223 8.18745 0.06 -0.22 0.33
H 1.65252 -0.11462 9.82380 -0.15 -0.24 0.10

=====

83
Properties=species:S:1:pos:R:3:forces:R:3 method="wB97M-V/def2-TZVPD" homo_ev="-2.62 / -2.65" e_lumo_ev="3.7608 / 3.7381" e_above_lowest_kcal_mol=54.4 total_charge=-2 spin_multiplicity=2 orbital_gap_ev="6.38 / 6.39"
Cs 1.96041 2.25667 0.83285 -1.12 -1.11 1.46
O -1.70021 -1.02912 3.79442 0.06 -0.48 0.10
C -1.39213 0.13167 3.20246 -0.33 0.38 -0.29
O -1.80994 0.47096 2.12631 0.13 -0.18 0.09
C -0.53265 0.95795 4.11266 0.18 0.10 0.14
O -0.22744 2.16744 3.49625 -0.02 -0.18 -0.26
C 0.63107 2.99266 4.26273 0.24 0.43 0.03
C 1.28442 3.99969 3.26498 -0.17 0.28 0.95
O 0.63704 5.02346 2.98403 -0.14 -0.02 -0.09
O 2.39934 3.64070 2.82857 0.54 1.07 1.44
H -2.07126 -1.63277 3.13077 -0.06 0.09 -0.11
H 0.36494 0.37230 4.35330 0.00 0.01 -0.02
H -1.10041 1.11647 5.04214 0.04 -0.07 0.07
H 1.42462 2.40435 4.73505 -0.05 -0.10 -0.06
H 0.05198 3.51350 5.03697 -0.02 0.03 -0.04
Cl 7.15373 -4.11929 1.37070 0.15 -0.07 -0.06
C 5.70040 -3.32516 1.93637 -0.04 -0.01 -0.03
C 5.51411 -3.16873 3.32115 -0.17 0.12 -0.12
C 4.38631 -2.55370 3.77321 0.09 -0.05 0.02
Cl 4.16549 -2.36157 5.48829 0.00 0.00 0.13
C 3.31864 -2.03688 2.91713 -0.04 -0.02 -0.08
O 2.31161 -1.49373 3.38929 0.06 0.00 -0.03
C 3.58106 -2.25633 1.49789 -0.07 0.07 0.39
C 2.61693 -1.88039 0.49613 0.09 -0.14 -0.11
O 1.52558 -1.36791 0.69474 -0.13 0.18 0.00
C 4.75706 -2.88131 1.05482 -0.03 0.00 -0.03
H 6.25917 -3.53224 4.01548 0.00 0.01 0.02
H 2.92031 -2.13113 -0.54343 -0.03 0.08 -0.01
H 4.90134 -3.01330 -0.01227 0.02 -0.01 0.00
C 1.66006 -3.70852 -3.91729 -0.02 -0.03 0.00
C 0.76949 -4.24979 -3.00067 0.01 -0.04 -0.01
C 0.09558 -3.42467 -2.10902 -0.08 0.01 0.01
C 0.29645 -2.04568 -2.11682 0.04 0.53 0.32
C 1.20870 -1.51635 -3.03142 -0.03 0.00 0.02
C 1.87832 -2.33814 -3.92917 0.05 -0.01 -0.06
Ge -0.62868 -0.80947 -0.80706 -0.79 -1.23 -0.75
C -1.68730 -2.21917 0.19774 0.35 0.44 0.19
C -1.04700 -3.06025 1.11293 0.02 0.05 0.07
C -1.74189 -4.06526 1.77850 -0.01 0.05 0.02
C -3.10125 -4.24179 1.54897 0.01 0.01 0.00
C -3.75086 -3.41018 0.64784 -0.08 -0.05 -0.01
C -3.05016 -2.41266 -0.01860 0.02 0.07 -0.08
C -2.09531 0.02254 -1.92779 0.52 0.09 0.28
C -3.10938 0.74890 -1.30218 0.04 -0.02 0.06
C -4.08776 1.39255 -2.04483 -0.06 0.04 -0.01
C -4.06233 1.32841 -3.43374 0.03 -0.03 -0.02
C -3.05226 0.61839 -4.06708 -0.05 0.02 -0.08
C -2.07179 -0.02220 -3.31861 0.00 -0.07 0.07
H 2.18354 -4.35446 -4.61314 0.02 0.01 0.01
H 0.60367 -5.32136 -2.97316 -0.01 0.01 -0.01
H -0.59796 -3.86416 -1.40185 0.03 -0.03 -0.02
H 1.39818 -0.45026 -3.03362 0.06 -0.02 -0.05
H 2.58074 -1.90743 -4.63379 0.00 0.02 0.02
H 0.00754 -2.91131 1.31062 -0.01 -0.03 0.07
H -1.22323 -4.70293 2.48510 0.02 0.01 -0.01
H -3.64913 -5.01950 2.06821 0.00 0.00 0.01
H -4.81129 -3.54079 0.46090 0.00 0.01 -0.01
H -3.57099 -1.77772 -0.72559 -0.04 -0.03 0.03
H -3.11409 0.80689 -0.21751 -0.04 0.07 -0.01
H -4.87062 1.95611 -1.54809 0.02 -0.02 0.03
H -4.82184 1.83513 -4.01846 0.00 0.00 0.01
H -3.02159 0.57166 -5.15034 0.01 0.00 0.01
H -1.27652 -0.56334 -3.81880 -0.03 0.01 -0.05
C -0.93639 3.51643 -2.84914 0.03 -0.08 0.01
N -1.31839 3.97311 -1.52640 0.06 0.14 -0.16
C -1.96201 5.26740 -1.43545 -0.02 -0.09 0.12
C -1.03117 3.22747 -0.42795 -0.34 0.05 -0.14
C -1.51805 3.76333 0.89214 0.14 -0.12 0.04
O -0.42404 2.16487 -0.51440 -0.51 0.15 -0.17
H -1.82439 3.31757 -3.45732 -0.01 0.00 0.01
H -0.35214 2.60836 -2.75148 -0.01 -0.01 -0.02
H -0.31598 4.26766 -3.34354 0.01 0.00 0.02
H -1.89582 5.75538 -2.40576 0.02 -0.01 -0.02
H -1.46892 5.90461 -0.69950 -0.05 0.01 0.00
H -3.02156 5.17999 -1.17148 0.00 0.05 -0.01
H -2.54495 4.12483 0.82241 0.00 0.02 0.02
H -0.87391 4.57453 1.24355 -0.04 0.04 0.00
H -1.44719 2.96590 1.62711 -0.06 -0.01 -0.02
O 1.71333 1.65859 -2.94334 -0.35 -0.20 -0.10
Cl 2.73086 2.35587 -2.20926 0.76 0.17 -1.86
O 3.22424 1.51663 -1.15606 1.28 -1.02 -1.25
O 3.80801 2.68901 -3.09841 0.19 0.09 -0.08
O 2.18791 3.56094 -1.65088 -0.27 0.58 0.07